{"formula": "C5H12O2", "method": "the ωB97M-V functional and the def2-TZVPD basis", "species": ["C", "C", "C", "O", "C", "C", "O", "H", "H", "H", "H", "H", "H", "H", "H", "H", "H", "H", "H"], "xyz": [[-2.6776, -0.0533, -0.3995], [-1.4503, -0.2524, 0.4879], [-0.1497, -0.0764, -0.3028], [0.0033, 1.2372, -0.7701], [1.1287, -0.2892, 0.4999], [2.3628, -0.3920, -0.3750], [1.2281, 1.0356, 1.2909], [-2.6078, 0.9140, -0.9061], [-2.7433, -0.8327, -1.1685], [-3.6073, -0.0771, 0.1807], [-1.4607, 0.4844, 1.3003], [-1.4633, -1.2509, 0.9486], [-0.1072, -0.8808, -1.0651], [0.4835, 1.5869, 0.1040], [1.0102, -1.1568, 1.1689], [2.3223, 0.4171, -1.1117], [3.2269, -0.2813, 0.2821], [2.4830, -1.3415, -0.9136], [2.0703, 1.5260, 1.2027]], "forces_ev_per_angstrom": [[0.01, 0.01, -0.05], [0.10, 0.00, 0.10], [0.18, -0.45, 0.25], [0.20, 0.57, 0.77], [0.34, 0.79, 0.78], [0.07, 0.11, 0.13], [0.37, -1.43, 0.24], [-0.06, -0.13, 0.06], [0.03, 0.10, 0.11], [0.19, 0.00, -0.08], [0.03, -0.11, -0.05], [0.00, 0.14, -0.07], [-0.17, 0.70, -0.32], [-1.31, -0.02, -2.18], [0.30, 0.66, 0.27], [0.18, -0.12, 0.12], [0.20, 0.03, -0.21], [-0.33, 0.15, 0.27], [-0.32, -1.01, -0.12]], "lumo_ev": 0.79, "homo_lumo_gap_ev": 10.478, "relative_energy_ev": 1.338}

{"formula": "C5H12O2", "method": "the ωB97M-V functional and the def2-TZVPD basis", "species": ["O", "C", "C", "C", "C", "C", "H", "H", "H", "H", "H", "H", "H", "H", "H", "H", "H", "H", "O"], "xyz": [[-0.3989, -1.8163, -1.2465], [-1.0984, -0.9045, -0.8752], [-0.8826, -0.1531, 0.4060], [0.0854, 1.0289, 0.2110], [-0.4433, 2.0181, -0.8206], [0.3388, 1.7155, 1.5403], [-1.9405, -0.5660, -1.5073], [-1.8444, 0.2356, 0.7550], [-0.4616, -0.8381, 1.1430], [1.0323, 0.6197, -0.1494], [-0.5829, 1.5643, -1.8042], [0.2161, 2.8771, -0.9502], [-1.4134, 2.4145, -0.5141], [0.7581, 1.0447, 2.2898], [1.0407, 2.5439, 1.4285], [-0.5883, 2.1289, 1.9495], [1.2674, -2.0027, -0.2003], [2.4441, -2.6391, 0.5581], [1.9046, -1.8356, 0.5152]], "forces_ev_per_angstrom": [[0.05, -0.03, -0.09], [-0.02, 0.12, 0.13], [0.02, 0.02, -0.02], [0.13, -0.01, -0.14], [-0.20, 0.11, -0.14], [0.00, 0.22, 0.26], [0.00, -0.07, -0.06], [0.01, -0.05, 0.05], [-0.03, 0.00, 0.02], [0.01, -0.06, 0.01], [0.07, -0.03, 0.01], [0.12, -0.08, 0.06], [-0.08, 0.00, 0.07], [-0.02, -0.15, -0.07], [-0.01, 0.01, -0.08], [-0.01, -0.01, -0.04], [-0.03, 0.03, 0.12], [-0.19, 0.34, 0.01], [0.18, -0.38, -0.10]], "lumo_ev": 0.99, "homo_lumo_gap_ev": 11.087, "relative_energy_ev": 0.552}

{"formula": "C5H12O2", "method": "the ωB97M-V functional and the def2-TZVPD basis", "species": ["C", "C", "C", "C", "C", "H", "H", "H", "H", "H", "H", "H", "H", "H", "H", "H", "H", "O", "O"], "xyz": [[-2.1832, -0.4021, -0.6691], [-0.9496, 0.0207, -0.2786], [-0.9369, 1.2176, 0.6300], [1.1039, -0.9760, 0.7449], [2.0515, -0.5358, -0.4727], [-2.8650, 0.4783, -1.0972], [-2.2133, -1.2601, -1.2409], [-2.5293, -0.9814, 0.3976], [-0.4367, 0.5139, -1.2745], [-1.6764, 2.0912, 0.4190], [-1.2663, 0.9185, 1.5620], [0.4408, 1.6596, 0.6678], [1.2329, -1.8500, 0.8322], [0.9517, -0.4021, 1.5129], [3.0477, -0.8942, -0.3967], [1.7113, -0.5269, -1.3281], [2.5877, 1.1186, 0.1829], [-0.2462, -1.0836, 0.2761], [2.1754, 0.8937, -0.4675]], "forces_ev_per_angstrom": [[-7.12, -0.76, 2.62], [6.69, 3.92, -1.88], [3.14, 3.17, -0.87], [-2.12, 8.05, -8.87], [2.08, 2.78, 9.82], [1.25, -2.22, 1.24], [0.22, -1.43, -2.01], [-0.37, 1.96, -2.43], [-0.36, -1.60, 1.81], [1.67, -1.43, -0.44], [-0.17, -0.72, 2.47], [-4.80, -1.12, 0.08], [2.66, -12.00, 2.60], [1.03, 3.37, 4.69], [0.77, -1.09, 0.06], [-4.02, -2.26, -8.47], [7.56, 4.36, 11.77], [-1.30, 0.05, -1.15], [-6.82, -3.02, -11.04]], "lumo_ev": 0.94, "homo_lumo_gap_ev": 10.361, "relative_energy_ev": 8.034}

{"formula": "C5H12O2", "method": "the ωB97M-V functional and the def2-TZVPD basis", "species": ["C", "C", "C", "O", "C", "C", "O", "H", "H", "H", "H", "H", "H", "H", "H", "H", "H", "H", "H"], "xyz": [[1.9514, 0.1870, 0.5536], [0.8255, 0.0624, -0.4733], [-0.0971, -1.1267, -0.1945], [-0.3214, -1.2082, 1.2035], [-1.3628, -0.7018, -0.9292], [-1.4102, 0.7746, -0.5583], [-0.0494, 1.1977, -0.6184], [2.5002, 1.1284, 0.4638], [1.6008, 0.0721, 1.5806], [2.6577, -0.6292, 0.3523], [1.2917, -0.0775, -1.4575], [0.2306, 2.0968, 1.8729], [0.3472, -2.0563, -0.5741], [-1.0265, -1.8503, 1.3512], [-2.2501, -1.2719, -0.6347], [-1.2152, -0.8113, -2.0094], [-1.8070, 0.9120, 0.4588], [-2.0094, 1.3784, -1.2482], [0.1317, 2.0843, 1.1337]], "forces_ev_per_angstrom": [[-0.02, 0.04, 0.00], [0.16, -0.24, -0.11], [0.11, -0.03, -0.34], [-0.16, -0.22, 0.10], [-0.04, -0.05, -0.06], [-0.17, -0.02, -0.01], [0.12, -0.03, 0.03], [-0.17, -0.08, -0.09], [-0.01, 0.12, -0.21], [-0.10, 0.14, 0.03], [-0.06, -0.12, 0.06], [-0.08, 0.17, 0.16], [-0.10, 0.08, 0.04], [0.12, 0.09, 0.04], [0.11, 0.10, 0.00], [-0.05, -0.03, 0.12], [0.11, -0.01, -0.14], [0.22, -0.06, 0.07], [0.03, 0.13, 0.32]], "lumo_ev": 0.79, "homo_lumo_gap_ev": 10.367, "relative_energy_ev": 1.969}

{"formula": "C5H12O2", "method": "the ωB97M-V functional and the def2-TZVPD basis", "species": ["C", "O", "C", "C", "C", "C", "O", "H", "H", "H", "H", "H", "H", "H", "H", "H", "H", "H", "H"], "xyz": [[-1.6414, -0.3272, 1.6293], [-0.4421, -0.7325, 1.0168], [-0.1631, 0.0714, -0.0335], [-0.7552, 2.2602, 0.3024], [1.2821, -0.1180, -0.4886], [1.5952, -1.3055, -1.4323], [1.5037, -2.5691, -0.8123], [-2.5015, -0.3751, 0.9489], [-1.4652, 0.7541, 1.8282], [-1.8072, -1.0592, 2.4250], [-0.9186, -0.0399, -0.8267], [-0.8185, 3.0878, 1.0753], [-1.7080, 2.3362, -0.2452], [0.0827, 2.5092, -0.3356], [1.9298, -0.2246, 0.3916], [1.5510, 0.7996, -1.0131], [0.9640, -1.2529, -2.3352], [2.6371, -1.2232, -1.7773], [0.6751, -2.5913, -0.3176]], "forces_ev_per_angstrom": [[-0.33, -0.18, 0.06], [0.13, 0.42, -0.15], [-0.02, 0.77, -0.21], [0.43, -0.66, -0.61], [-0.08, 0.41, 0.05], [-0.12, 0.47, -0.13], [-0.30, 0.02, 0.19], [0.13, -0.09, -0.15], [-0.49, -0.63, 0.73], [-0.06, 0.70, 0.29], [0.17, 0.47, 0.08], [0.37, -1.70, 0.00], [0.43, -0.44, -0.03], [-0.05, 0.25, -0.34], [-0.22, 0.19, -0.10], [0.22, 0.02, -0.06], [-0.01, -0.03, 0.19], [-0.31, 0.11, 0.17], [0.09, -0.10, 0.01]], "lumo_ev": 0.77, "homo_lumo_gap_ev": 9.556, "relative_energy_ev": 4.404}

{"formula": "C5H12O2", "method": "the ωB97M-V functional and the def2-TZVPD basis", "species": ["C", "C", "C", "C", "C", "H", "H", "H", "H", "H", "H", "H", "H", "H", "H", "O", "H", "H", "O"], "xyz": [[1.4289, 0.4809, 2.4127], [0.4005, -0.2933, 1.8594], [0.2772, -0.5555, 0.4875], [-0.8367, -1.2317, 0.0573], [-0.8760, -1.7986, -1.3300], [1.3418, 0.7206, 3.4537], [2.3042, 0.8630, 1.9133], [-0.4891, -0.4986, 2.5142], [1.1578, -0.5110, -0.1768], [-1.6946, -1.1522, 0.6379], [-0.1372, -1.3188, -1.9808], [-0.9175, -2.8781, -1.4515], [-1.9201, -1.4168, -1.7135], [0.5431, 1.0570, -1.3785], [1.4155, 1.6906, -2.4232], [0.9426, 0.8307, -2.2576], [-1.6989, 2.4208, -0.2915], [-0.4650, 1.4625, 0.1552], [-0.7764, 2.1284, -0.4879]], "forces_ev_per_angstrom": [[-2.57, -1.93, -0.62], [1.75, 3.76, 3.16], [-1.00, -2.96, -1.67], [3.62, 0.96, -1.57], [-3.00, 1.84, -0.80], [0.14, 0.06, 0.42], [-0.01, -0.20, -0.44], [1.06, -0.03, -0.62], [-0.44, 0.06, 0.45], [-1.48, -0.56, 1.16], [0.03, -0.40, 0.23], [0.24, -0.07, 0.35], [1.76, -0.86, 0.16], [0.10, -0.39, -1.47], [-0.60, -1.33, -0.13], [0.67, 1.74, 0.97], [1.30, -0.71, 0.07], [-0.92, 0.52, 0.07], [-0.65, 0.50, 0.29]], "lumo_ev": 0.55, "homo_lumo_gap_ev": 8.965, "relative_energy_ev": 2.601}

{"formula": "C5H12O2", "method": "the ωB97M-V functional and the def2-TZVPD basis", "species": ["C", "C", "O", "C", "C", "O", "C", "H", "H", "H", "H", "H", "H", "H", "H", "H", "H", "H", "H"], "xyz": [[3.2921, 0.6692, 0.1326], [3.2695, -0.4242, -0.6193], [0.4420, -1.9362, -1.0149], [-0.1530, -1.2867, -0.1921], [-1.4625, -0.5969, -0.4944], [-1.9644, -0.0321, 0.6834], [-3.2387, 0.5305, 0.4998], [0.7089, 1.4576, 0.8926], [2.9123, 1.6197, -0.2278], [3.6791, 0.6592, 1.1463], [3.6418, -1.3753, -0.2544], [2.8616, -0.4252, -1.6237], [0.2128, -1.1802, 0.8436], [-0.0167, 1.4489, 1.0315], [-1.2892, 0.1647, -1.2703], [-2.1544, -1.3419, -0.9175], [-3.9755, -0.2379, 0.2241], [-3.2288, 1.3005, -0.2852], [-3.5367, 0.9863, 1.4457]], "forces_ev_per_angstrom": [[-0.02, -0.14, -0.08], [-0.01, 0.14, 0.13], [-0.18, 0.24, 0.21], [0.09, -0.34, -0.26], [0.05, -0.08, -0.18], [0.05, -0.05, 0.10], [-0.30, 0.13, 0.01], [0.16, 0.05, -0.03], [0.04, -0.07, -0.03], [0.01, -0.02, -0.08], [-0.03, 0.07, 0.00], [0.04, 0.04, 0.06], [0.02, 0.05, 0.02], [-0.14, 0.01, 0.04], [0.00, -0.04, 0.04], [0.07, 0.05, 0.05], [0.08, 0.09, 0.02], [0.01, -0.07, 0.10], [0.04, -0.06, -0.12]], "lumo_ev": 0.94, "homo_lumo_gap_ev": 10.912, "relative_energy_ev": 3.477}

{"formula": "C5H12O2", "method": "the ωB97M-V functional and the def2-TZVPD basis", "species": ["C", "C", "C", "C", "C", "H", "H", "H", "H", "H", "H", "H", "H", "H", "H", "O", "H", "H", "O"], "xyz": [[0.0360, 0.8955, 0.1800], [-0.2413, -0.3412, -0.1989], [1.4682, 1.3991, 0.2162], [1.6956, 2.7937, 0.5256], [0.9479, 3.8999, 0.1467], [-0.7175, 1.6481, 0.3468], [-1.2615, -0.6687, -0.1278], [0.5361, -1.0463, -0.4147], [2.1579, 0.7762, 0.7865], [1.8209, 1.1896, -0.8250], [2.5910, 3.0495, 1.0911], [1.4213, 4.8692, 0.1893], [-0.0860, 3.8542, -0.1898], [-2.5635, -4.1160, -0.6272], [-3.3056, -4.2595, -1.9617], [-2.9607, -3.6030, -1.3480], [-1.0645, -3.0128, 1.0646], [0.1711, -3.4926, 0.3775], [-0.6453, -3.8350, 0.7689]], "forces_ev_per_angstrom": [[0.84, 0.83, -0.56], [-0.34, 0.09, 0.69], [-0.49, -0.30, 0.27], [0.56, 0.30, -0.03], [-0.41, -0.26, -0.04], [-0.35, -0.16, 0.22], [-0.27, -0.31, -0.31], [0.20, -0.30, -0.27], [-0.06, -0.11, 0.19], [0.05, 0.37, -0.02], [0.10, -0.20, -0.22], [-0.07, 0.17, 0.10], [0.21, -0.08, -0.10], [0.00, 0.11, -0.27], [-0.02, 0.04, 0.03], [0.15, -0.10, 0.26], [-0.17, -0.41, 0.13], [-0.08, -0.50, -0.03], [0.15, 0.82, -0.04]], "lumo_ev": [-4.96, -9.05], "s_squared": 0.760, "multiplicity": 2, "homo_lumo_gap_ev": [8.414, 4.327], "relative_energy_ev": 1.550, "charge": 1}

{"formula": "C5H12O3", "method": "the ωB97M-V functional and the def2-TZVPD basis", "species": ["C", "C", "C", "C", "C", "O", "O", "O", "H", "H", "H", "H", "H", "H", "H", "H", "H", "H", "H", "H"], "xyz": [[0.3376, 0.1982, 0.2961], [-0.8078, 0.5509, -0.5476], [-1.2448, -1.0151, -1.0940], [1.6384, -0.1782, -0.3801], [0.0680, -0.5841, 1.5641], [0.4672, 1.8610, 0.8222], [1.1365, 2.6110, -0.2398], [-2.3328, -1.5166, -0.3610], [0.9991, 3.5021, 0.1180], [-2.0181, -1.8546, 0.4891], [-1.6812, 0.9253, -0.0152], [-0.5358, 1.1261, -1.4318], [-0.4405, -1.7494, -1.1652], [-1.5974, -0.8093, -2.1056], [-0.9036, -0.3336, 1.9967], [0.1201, -1.6655, 1.4009], [2.4471, 0.3717, 0.1153], [1.8342, -1.2525, -0.3457], [1.6835, 0.1443, -1.4240], [0.8303, -0.3318, 2.3074]], "forces_ev_per_angstrom": [[0.55, 3.80, 0.83], [-0.83, -4.77, -1.67], [-0.55, 2.70, -0.32], [0.23, 0.60, -0.18], [0.00, 0.63, 0.30], [0.95, -1.91, 0.22], [-0.27, -0.38, 0.42], [-0.11, -0.36, 0.38], [0.03, -0.25, -0.13], [-0.10, 0.13, -0.28], [0.24, 0.01, -0.06], [0.02, 0.14, 0.33], [0.29, 0.30, 0.19], [-0.15, -0.43, 0.00], [0.07, 0.01, -0.08], [0.02, 0.15, -0.19], [-0.09, -0.34, 0.08], [-0.07, 0.11, 0.15], [-0.23, -0.05, 0.11], [-0.03, -0.07, -0.11]], "lumo_ev": 0.77, "homo_lumo_gap_ev": 9.511, "relative_energy_ev": 5.120}

{"formula": "C5H12O3", "method": "the ωB97M-V functional and the def2-TZVPD basis", "species": ["O", "C", "O", "C", "C", "C", "C", "H", "H", "H", "H", "H", "H", "H", "H", "H", "H", "H", "H", "O"], "xyz": [[-0.0367, -0.6538, 1.8838], [-0.7899, -0.4928, 0.9579], [-1.7676, -1.3635, 0.6945], [-0.9376, 0.7888, 0.1388], [-1.1215, 0.4713, -1.3202], [0.0208, -0.2608, -2.0488], [1.3489, 0.4937, -1.9071], [-1.8879, -2.1335, 1.2762], [0.0162, 1.2990, 0.2724], [-1.7644, 1.3143, 0.6113], [-2.0577, -0.0708, -1.4686], [-1.2405, 1.3849, -1.9170], [0.1532, -1.2386, -1.5718], [-0.2272, -0.4912, -3.0820], [2.2328, 0.1052, -2.4026], [1.6791, 0.3499, -0.8664], [1.2121, 1.5695, -2.0199], [1.7341, 0.4319, 1.6597], [3.2607, 0.4462, 2.0067], [2.5629, 0.9266, 1.5322]], "forces_ev_per_angstrom": [[0.69, 0.04, -0.16], [-0.78, 0.27, 1.15], [-0.98, -0.35, -0.97], [1.38, -1.35, 0.18], [-0.67, 0.37, -1.88], [0.63, -0.53, 0.88], [-0.04, -0.26, 1.54], [0.81, 0.53, 0.15], [-0.28, 0.41, 0.24], [-0.02, 0.25, -0.23], [0.06, -0.11, 0.06], [-0.18, 0.23, 0.44], [0.01, -0.12, -0.08], [-0.27, 0.32, -0.10], [-0.31, 0.03, -0.87], [-0.18, 0.35, -0.03], [0.23, 0.00, -0.40], [0.33, -0.05, 0.25], [-0.55, 0.14, -0.21], [0.10, -0.18, 0.07]], "lumo_ev": 0.59, "homo_lumo_gap_ev": 11.251, "relative_energy_ev": 0.249}

| no. | DFT total energy (eV) |
| --- | --- |
| 1 | -9473.7981 |
| 2 | -9474.5842 |
| 3 | -9467.1016 |
| 4 | -9473.1666 |
| 5 | -9470.7315 |
| 6 | -9472.5351 |
| 7 | -9471.6584 |
| 8 | -9463.4894 |
| 9 | -11517.6459 |
| 10 | -11522.5170 |